No. 1
173
Properties=species:S:1:pos:R:3 method="wB97M-V/def2-TZVPD" gap_ev="3.949 / 8.264" homo_ev="-2.326 / -6.643" total_charge=-1 spin_multiplicity=2 energy_ha=-5743.91995
Hg -20.78 -30.42 -1.54
N -22.42 -31.67 -2.13
S -23.95 -31.78 -2.31
O -24.71 -32.70 -1.46
O -24.47 -31.57 -3.68
F -24.31 -30.42 -1.57
S -22.19 -33.34 -2.36
O -22.76 -34.12 -3.49
O -21.97 -34.07 -1.12
F -20.59 -33.13 -2.86
N -18.71 -29.78 -1.00
S -17.47 -30.56 -1.87
O -16.57 -31.44 -1.10
O -16.91 -29.94 -3.06
F -18.54 -31.65 -2.47
S -17.67 -29.16 -0.02
O -16.81 -28.09 -0.59
O -17.25 -30.04 1.10
F -18.68 -28.30 0.81
C -19.69 -28.68 3.86
C -19.48 -27.14 4.09
O -20.28 -26.64 5.21
O -20.94 -28.96 3.27
H -19.66 -29.20 4.82
H -18.90 -29.06 3.22
H -19.85 -26.63 3.20
H -18.40 -27.03 4.16
H -21.20 -26.78 4.99
H -21.54 -29.11 4.00
C -14.29 -27.82 4.02
O -14.25 -29.00 3.14
C -13.22 -28.78 2.13
C -13.59 -27.68 1.06
N -13.39 -26.35 1.59
C -13.55 -25.30 0.57
C -15.03 -25.00 0.30
O -15.71 -24.59 1.50
C -17.06 -24.33 1.13
H -14.88 -27.00 3.59
H -13.29 -27.46 4.26
H -14.74 -28.26 4.90
H -12.94 -29.72 1.65
H -12.32 -28.63 2.72
H -14.59 -27.83 0.65
H -12.84 -27.84 0.28
H -14.27 -26.20 2.07
H -13.02 -25.60 -0.34
H -13.06 -24.37 0.87
H -15.52 -25.86 -0.16
H -15.00 -24.24 -0.48
H -17.58 -24.01 2.03
H -17.53 -25.28 0.86
H -17.05 -23.49 0.44
C -16.36 -38.37 -1.21
O -16.63 -37.42 -0.16
C -17.63 -37.84 0.76
C -17.70 -36.76 1.89
N -16.40 -36.77 2.58
C -16.45 -36.17 3.91
C -16.71 -34.65 3.77
O -15.85 -34.11 2.80
C -15.96 -32.73 2.60
H -17.12 -38.42 -1.98
H -16.36 -39.36 -0.75
H -15.38 -38.08 -1.60
H -17.27 -38.76 1.22
H -18.56 -37.97 0.21
H -18.54 -36.93 2.56
H -17.96 -35.82 1.41
H -15.89 -36.10 2.03
H -15.46 -36.38 4.31
H -17.25 -36.68 4.46
H -16.77 -34.10 4.70
H -17.71 -34.50 3.36
H -16.95 -32.52 2.20
H -15.23 -32.48 1.82
H -15.80 -32.13 3.49
C -9.62 -35.41 -5.97
O -10.79 -34.78 -6.51
C -10.79 -33.35 -6.49
C -10.75 -32.71 -5.05
N -11.76 -33.00 -4.06
C -13.03 -32.48 -4.52
C -14.05 -32.67 -3.40
O -14.48 -34.07 -3.25
C -15.39 -34.19 -2.12
H -9.43 -35.25 -4.91
H -8.77 -35.14 -6.60
H -9.72 -36.49 -6.08
H -11.72 -33.07 -7.00
H -9.95 -33.04 -7.10
H -10.77 -31.62 -5.10
H -9.81 -32.94 -4.54
H -11.74 -33.94 -3.71
H -13.35 -32.98 -5.44
H -12.95 -31.43 -4.80
H -14.95 -32.07 -3.55
H -13.57 -32.29 -2.50
H -15.61 -35.25 -2.02
H -16.38 -33.73 -2.25
H -14.92 -33.84 -1.21
C -23.39 -24.40 -2.99
O -23.16 -25.79 -2.67
C -22.93 -26.63 -3.79
C -22.70 -28.11 -3.26
N -21.57 -28.24 -2.35
C -20.30 -27.75 -2.89
C -19.87 -28.49 -4.11
O -20.08 -29.87 -3.93
C -19.51 -30.55 -5.06
H -23.49 -23.93 -2.01
H -24.35 -24.31 -3.51
H -22.62 -23.87 -3.54
H -22.07 -26.40 -4.41
H -23.87 -26.62 -4.34
H -22.66 -28.87 -4.04
H -23.52 -28.49 -2.66
H -21.98 -27.48 -1.83
H -19.59 -27.82 -2.06
H -20.39 -26.68 -3.09
H -18.86 -28.12 -4.27
H -20.34 -28.11 -5.02
H -19.91 -30.19 -6.01
H -19.32 -31.62 -4.97
H -18.49 -30.16 -5.17
C -10.80 -24.19 -7.15
O -10.37 -25.56 -7.35
C -9.34 -25.97 -6.51
C -9.73 -25.97 -5.02
N -10.43 -27.17 -4.57
C -10.67 -27.25 -3.10
C -11.67 -28.35 -2.68
O -12.88 -28.00 -3.30
C -13.94 -28.84 -2.88
H -11.00 -23.70 -8.10
H -9.98 -23.62 -6.70
H -11.67 -24.10 -6.50
H -8.50 -25.28 -6.61
H -9.06 -26.97 -6.83
H -10.38 -25.14 -4.71
H -8.77 -25.79 -4.52
H -11.37 -27.24 -4.95
H -10.99 -26.27 -2.74
H -9.74 -27.47 -2.57
H -11.69 -28.32 -1.59
H -11.36 -29.34 -3.02
H -14.21 -28.64 -1.84
H -13.75 -29.91 -3.03
H -14.80 -28.52 -3.46
C -21.22 -25.33 0.17
O -21.67 -26.63 -0.19
C -22.54 -27.10 0.80
C -22.84 -28.65 0.57
N -21.63 -29.55 0.65
C -22.19 -30.87 1.13
C -20.98 -31.81 1.30
O -20.34 -32.11 0.07
C -19.31 -33.09 0.21
H -20.98 -25.36 1.24
H -22.05 -24.61 0.19
H -20.45 -24.89 -0.46
H -23.48 -26.54 0.86
H -22.02 -27.02 1.76
H -23.32 -28.80 -0.40
H -23.59 -28.93 1.31
H -21.21 -29.19 1.50
H -22.88 -31.33 0.43
H -22.56 -30.79 2.15
H -21.27 -32.71 1.83
H -20.21 -31.33 1.92
H -19.78 -34.08 0.23
H -18.80 -32.94 1.16
H -18.57 -32.93 -0.58

No. 2
148
Properties=species:S:1:pos:R:3 method="wB97M-V/def2-TZVPD" gap_ev="2.472 / 7.585" homo_ev="-8.286 / -13.404" total_charge=+3 spin_multiplicity=2 energy_ha=-2380.34883
C -0.72 0.06 0.52
C 0.54 0.57 -0.08
O 1.58 -0.38 0.16
H -0.64 -0.34 1.53
H -1.01 -0.80 -0.09
H -1.57 0.71 0.29
H 0.73 1.57 0.32
H 0.46 0.92 -1.11
C 2.15 -2.68 6.91
O 2.06 -1.92 5.70
C 2.80 -2.50 4.68
C 2.44 -1.68 3.44
N 1.11 -2.09 2.73
H 0.89 -1.25 2.23
H 1.36 -2.87 2.14
C -0.11 -2.23 3.68
C -1.40 -2.71 2.96
O -1.14 -3.62 1.91
C -0.69 -4.92 2.22
H 1.53 -2.35 7.74
H 3.17 -2.72 7.31
H 1.96 -3.74 6.74
H 2.66 -3.57 4.52
H 3.83 -2.25 4.95
H 3.04 -1.67 2.53
H 2.26 -0.63 3.68
H -0.31 -1.23 4.06
H 0.14 -2.86 4.53
H -1.93 -1.97 2.36
H -2.10 -3.26 3.59
H 0.09 -4.94 2.98
H -0.26 -5.31 1.30
H -1.53 -5.54 2.55
C -1.14 -2.58 -4.47
O -0.11 -3.25 -3.71
C -0.26 -3.04 -2.31
C 0.58 -3.93 -1.32
N 1.86 -3.08 -1.01
H 1.53 -2.16 -0.75
H 2.04 -3.54 -0.13
C 3.00 -2.85 -1.96
C 3.88 -4.07 -1.92
O 3.15 -5.22 -2.35
C 3.02 -5.42 -3.71
H -2.09 -2.94 -4.07
H -1.20 -2.80 -5.54
H -1.35 -1.52 -4.39
H -1.27 -3.32 -2.01
H -0.27 -1.97 -2.11
H 0.83 -4.93 -1.67
H 0.01 -4.06 -0.41
H 3.53 -2.05 -1.45
H 2.74 -2.53 -2.97
H 4.16 -4.17 -0.87
H 4.73 -3.70 -2.50
H 2.79 -6.48 -3.74
H 3.87 -5.13 -4.32
H 2.15 -4.86 -4.06
C -5.50 0.82 -0.32
C -4.68 -0.43 -0.30
N -5.50 -1.80 -0.17
C -6.37 -1.98 -1.46
C -4.40 -2.94 -0.15
C -4.95 -4.42 -0.35
C -6.44 -1.82 1.07
C -5.80 -1.69 2.44
O -5.18 -2.97 2.77
C -4.87 -3.04 4.13
H -6.14 0.92 0.56
H -6.12 0.94 -1.21
H -4.86 1.70 -0.37
H -3.97 -0.47 0.52
H -4.16 -0.55 -1.25
H -7.10 -1.18 -1.43
H -6.84 -2.97 -1.50
H -5.83 -1.78 -2.38
H -3.80 -2.73 0.74
H -3.94 -2.65 -1.10
H -4.96 -4.61 -1.42
H -5.72 -4.83 0.31
H -4.14 -5.06 -0.03
H -6.83 -2.83 0.97
H -7.27 -1.13 0.91
H -6.50 -1.37 3.22
H -5.09 -0.87 2.56
H -5.69 -3.03 4.84
H -4.15 -2.35 4.59
H -4.36 -3.99 4.29
C 0.33 6.47 4.67
C 0.53 4.93 4.74
N 0.22 4.31 3.37
C 0.34 2.84 3.69
C -1.24 4.66 2.97
C -1.86 3.68 1.87
C 1.27 4.65 2.24
C 2.75 4.47 2.56
O 3.21 3.16 2.67
C 3.78 2.57 1.52
H -0.53 6.83 4.10
H 1.12 7.08 4.22
H 0.27 6.94 5.66
H -0.28 4.49 5.33
H 1.44 4.53 5.18
H 1.25 2.58 4.23
H 0.35 2.16 2.83
H -0.50 2.53 4.31
H -1.39 5.69 2.64
H -1.82 4.55 3.89
H -1.46 3.78 0.86
H -2.94 3.78 1.83
H -1.85 2.61 2.08
H 1.21 5.73 2.09
H 0.88 4.31 1.28
H 3.07 5.06 3.42
H 3.41 4.90 1.80
H 3.69 1.55 1.89
H 4.82 2.80 1.28
H 3.23 2.78 0.60
C 1.71 4.51 -3.62
C 2.02 3.06 -3.16
N 2.73 2.28 -4.26
C 2.99 0.87 -3.56
C 1.92 2.02 -5.57
C 0.58 1.16 -5.37
C 4.13 2.85 -4.66
C 4.38 3.67 -5.91
O 3.62 4.89 -5.76
C 3.68 5.86 -6.74
H 1.19 4.88 -2.74
H 1.15 4.42 -4.55
H 2.53 5.23 -3.63
H 1.09 2.53 -2.97
H 2.60 2.95 -2.25
H 3.62 1.04 -2.69
H 3.30 0.08 -4.25
H 2.04 0.54 -3.13
H 2.67 1.47 -6.13
H 1.81 3.01 -6.02
H 0.79 0.10 -5.28
H -0.09 1.35 -6.22
H 0.05 1.37 -4.45
H 4.58 1.87 -4.85
H 4.66 3.27 -3.80
H 3.97 3.16 -6.79
H 5.46 3.67 -5.94
H 2.70 6.27 -6.98
H 3.94 5.51 -7.74
H 4.44 6.61 -6.52